C2H12NO4 | ωB97M-V with the def2-TZVPD basis set

Atoms and positions in Å:
O 2.09 0.02 2.29
O -1.19 1.46 -1.19
O 1.31 1.56 -1.33
O 2.05 -0.56 -0.44
N -0.98 -0.82 -0.32
C -1.78 0.17 -1.03
C -1.43 -1.08 1.07
H -0.12 1.49 -1.10
H -2.69 0.51 -0.54
H -0.61 -1.46 1.65
H 1.23 0.36 1.99
H -1.95 -0.34 -1.98
H -1.70 -0.11 1.55
H 2.38 -0.96 -1.23
H 1.66 0.43 -0.81
H -2.33 -1.68 0.99
H 1.57 2.29 -0.75
H 0.03 -0.74 -0.40
H 2.47 -0.53 1.58

Properties
- LUMO level (eV) = 3.992
- E_HOMO (eV) = -4.50
- charge = -1
- ΔE to the lowest compared entry with this formula, charge and spin (kJ/mol) = 88.84
- molar mass (g/mol) = 114.12